No. 1
Below is C20H19F5N2OPd as an isolated structure, with properties calculated with ωB97M-V/def2-TZVPD.

Properties
E_HOMO (spin up / spin down) = 1.347 / 1.343 eV
Calculated total energy = -1585.3290 Eh

Structure (ORCA input):
```
! wB97M-V def2-TZVPD RIJCOSX def2/J DEFGRID3
* xyz -2 1
Pd -0.400 0.269 0.508
C -1.684 -3.079 1.389
C -2.217 -2.488 0.119
C -3.107 -3.061 -0.778
C -3.253 -2.118 -1.833
C -2.446 -1.039 -1.499
C -2.231 0.227 -2.266
N -1.812 -1.263 -0.316
H -2.450 -3.667 1.905
H -1.349 -2.287 2.061
H -0.824 -3.739 1.220
H -3.590 -4.026 -0.680
H -3.869 -2.208 -2.719
H -2.637 0.128 -3.279
H -1.168 0.472 -2.334
H -2.712 1.075 -1.768
F 1.511 1.662 -1.594
C 1.851 2.075 -0.338
C 1.134 1.652 0.769
C 1.628 2.171 1.952
F 1.035 1.866 3.144
C 2.715 3.020 2.062
F 3.147 3.485 3.261
C 3.384 3.411 0.918
F 4.452 4.243 0.987
C 2.938 2.931 -0.300
F 3.588 3.325 -1.426
C -1.301 3.667 0.815
O -1.614 2.734 1.819
C -1.905 1.451 1.334
C -2.407 0.701 2.555
H -0.303 4.085 0.988
H -2.034 4.486 0.836
H -1.323 3.183 -0.164
H -3.403 1.088 2.808
H -1.772 0.832 3.452
H -2.501 -0.361 2.332
C 1.915 -3.552 3.682
C 1.295 -2.363 4.028
C 1.074 -1.411 3.035
N 1.437 -1.593 1.771
C 2.047 -2.726 1.452
C 2.305 -3.743 2.366
H 2.085 -4.323 4.425
H 0.975 -2.167 5.044
H 0.585 -0.465 3.245
H 2.334 -2.833 0.409
H 2.793 -4.657 2.047
*
```

***

No. 2
Below is C20H19IrN3O3S2 as an isolated structure, with properties calculated with ωB97M-V/def2-TZVPD.

Properties
E_HOMO (spin up / spin down) = -14.049 / -14.043 eV
Calculated total energy = -2063.5686 Eh
Relative energy (zero: lowest compared OMol25 entry of this formula, charge and spin) = 0.467 eV

Structure (ORCA input):
```
! wB97M-V def2-TZVPD RIJCOSX def2/J DEFGRID3
* xyz 2 2
Ir -1.595 -0.680 -0.370
C -2.566 -0.911 -3.467
O -1.474 -0.787 -2.523
C -0.173 -0.838 -2.958
C 0.185 -1.009 -4.280
C 1.532 -1.042 -4.606
C 2.518 -0.909 -3.625
C 2.163 -0.748 -2.309
C 0.805 -0.708 -1.956
N 0.353 -0.570 -0.637
N 1.252 -0.523 0.277
C 1.014 -0.407 1.583
C -0.322 -0.237 2.194
O -1.402 -0.403 1.560
C -0.417 0.137 3.567
C 0.689 0.159 4.338
C 2.002 -0.146 3.825
C 3.102 -0.168 4.670
C 4.368 -0.452 4.169
C 4.538 -0.708 2.813
C 3.452 -0.689 1.957
C 2.169 -0.412 2.447
H -2.513 -0.094 -4.185
H -3.475 -0.852 -2.879
H -2.514 -1.876 -3.966
H -0.561 -1.121 -5.053
H 1.817 -1.177 -5.641
H 3.562 -0.938 -3.902
H 2.908 -0.645 -1.537
H -1.404 0.337 3.960
H 0.602 0.404 5.390
H 2.967 0.034 5.725
H 5.218 -0.475 4.836
H 5.523 -0.930 2.426
H 3.587 -0.904 0.907
S -4.009 -4.614 0.016
C -3.151 -3.345 -0.206
N -2.505 -2.340 -0.374
C -2.250 3.524 0.961
S -2.944 2.135 0.090
C -3.642 2.941 -1.342
O -1.694 1.407 -0.463
H -1.803 4.230 0.264
H -1.497 3.122 1.636
H -3.048 3.991 1.537
H -4.645 3.283 -1.085
H -3.705 2.184 -2.121
H -3.016 3.769 -1.664
*
```

***

No. 3
Below is one molecule with the formula C20H19N3O3S, with properties calculated with ωB97M-V/def2-TZVPD.

Properties
SMILES = Cc1ccc(C(=O)Nc2c3c(nn2-c2ccccc2)CS(=O)(=O)C3)cc1C
E_HOMO = -8.806 eV
Calculated total energy = -1561.7114 Eh
Relative energy (zero: lowest compared OMol25 entry of this formula, charge and spin) = 2.072 eV

Structure (ORCA input):
```
! wB97M-V def2-TZVPD RIJCOSX def2/J DEFGRID3
* xyz 0 1
C -5.256 -3.009 -0.412
C -3.972 -2.288 -0.149
C -2.761 -2.964 -0.225
C -1.559 -2.321 0.006
C -1.554 -0.969 0.330
C -0.322 -0.189 0.606
O -0.281 0.747 1.374
N 0.773 -0.586 -0.129
C 2.036 -0.022 0.000
C 3.258 -0.645 0.178
C 4.181 0.418 0.301
N 3.574 1.584 0.219
N 2.275 1.319 0.029
C 1.369 2.380 -0.144
C 0.354 2.304 -1.090
C -0.518 3.366 -1.238
C -0.369 4.507 -0.467
C 0.664 4.589 0.452
C 1.535 3.529 0.617
C 5.605 0.077 0.438
S 5.579 -1.691 -0.097
O 6.392 -2.500 0.768
O 5.835 -1.770 -1.507
C 3.779 -2.021 0.199
C -2.768 -0.294 0.430
C -3.974 -0.929 0.189
C -5.259 -0.170 0.294
H -5.900 -2.974 0.465
H -5.071 -4.050 -0.665
H -5.795 -2.541 -1.235
H -2.759 -4.017 -0.467
H -0.642 -2.893 -0.031
H 0.725 -1.457 -0.637
H 0.246 1.423 -1.705
H -1.314 3.303 -1.966
H -1.055 5.332 -0.587
H 0.786 5.480 1.049
H 2.344 3.571 1.328
H 6.258 0.648 -0.214
H 5.966 0.094 1.463
H 3.409 -2.662 -0.596
H 3.704 -2.516 1.165
H -2.744 0.752 0.700
H -5.072 0.864 0.570
H -5.793 -0.186 -0.656
H -5.908 -0.619 1.045
*
```

***

No. 4
Below is one molecule with the formula C20H19N3O5S, with properties calculated with ωB97M-V/def2-TZVPD.

Properties
SMILES = COc1ccccc1/C=C/C(=O)Nc1ccc(S(=O)(=O)Nc2cc(C)on2)cc1
E_HOMO = -8.509 eV
Calculated total energy = -1712.1321 Eh
Relative energy (zero: lowest compared OMol25 entry of this formula, charge and spin) = 2.792 eV

Structure (ORCA input):
```
! wB97M-V def2-TZVPD RIJCOSX def2/J DEFGRID3
* xyz 0 1
C 0.912 -0.705 3.126
O 1.856 -0.592 2.082
C 2.822 0.360 2.169
C 2.947 1.255 3.225
C 3.971 2.186 3.234
C 4.883 2.244 2.194
C 4.756 1.372 1.130
C 3.735 0.427 1.091
C 3.524 -0.470 -0.028
C 3.939 -0.294 -1.286
C 3.584 -1.233 -2.366
O 4.362 -1.638 -3.201
N 2.279 -1.692 -2.362
C 1.202 -1.211 -1.626
C 1.023 0.163 -1.432
C 0.003 0.621 -0.625
C -0.857 -0.286 -0.034
S -2.106 0.323 1.074
O -1.510 1.187 2.049
O -2.920 -0.766 1.524
N -2.988 1.355 0.074
C -3.965 0.869 -0.755
C -4.024 -0.432 -1.325
C -5.153 -0.394 -2.091
C -5.810 -1.408 -2.950
O -5.712 0.822 -1.998
N -4.973 1.602 -1.164
C -0.738 -1.641 -0.268
C 0.284 -2.107 -1.074
H 0.276 0.181 3.187
H 1.402 -0.890 4.087
H 0.294 -1.563 2.866
H 2.246 1.236 4.043
H 4.055 2.870 4.066
H 5.685 2.965 2.212
H 5.469 1.405 0.320
H 2.903 -1.323 0.209
H 4.604 0.509 -1.570
H 2.126 -2.519 -2.925
H 1.700 0.858 -1.901
H -0.133 1.673 -0.437
H -3.165 2.275 0.445
H -3.349 -1.243 -1.165
H -5.860 -1.052 -3.977
H -5.251 -2.338 -2.915
H -6.827 -1.584 -2.607
H -1.434 -2.316 0.206
H 0.399 -3.166 -1.250
*
```

***

No. 5
Below is C20H19N4OPd as an isolated structure, with properties calculated with ωB97M-V/def2-TZVPD.

Properties
E_HOMO = -2.569 eV
Calculated total energy = -1195.6266 Eh
Relative energy (zero: lowest compared OMol25 entry of this formula, charge and spin) = 0.000 eV

Structure (ORCA input):
```
! wB97M-V def2-TZVPD RIJCOSX def2/J DEFGRID3
* xyz -1 1
Pd 11.754 11.430 4.049
C 16.600 8.638 3.901
C 15.226 8.393 4.198
C 14.307 9.420 4.308
C 14.641 10.767 3.923
C 15.935 10.913 3.365
C 16.941 9.916 3.400
N 13.756 11.802 4.174
C 14.081 13.126 4.201
C 15.335 13.665 4.444
C 15.448 15.078 4.361
C 14.390 15.930 4.139
C 13.059 15.397 4.078
C 12.888 14.021 4.102
N 11.674 13.342 4.029
N 10.541 14.038 3.941
C 9.524 13.141 4.000
C 8.139 13.596 4.077
C 7.130 12.679 4.264
C 7.473 11.317 4.306
C 8.767 10.891 4.167
N 9.800 11.785 3.992
H 17.227 7.719 3.823
H 14.866 7.395 4.468
H 13.282 9.324 4.761
H 16.075 11.859 2.817
H 17.972 10.116 3.169
H 16.225 12.964 4.556
H 16.419 15.531 4.485
H 14.484 17.016 4.057
H 12.183 16.045 3.918
H 7.990 14.702 4.067
H 6.080 12.838 4.326
H 6.733 10.555 4.487
H 9.026 9.818 4.063
C 8.455 4.845 4.448
C 9.305 4.114 3.366
C 10.742 4.561 3.119
O 8.811 3.132 2.777
H 9.127 5.471 5.058
H 7.868 4.128 5.000
H 7.788 5.522 3.961
H 11.316 3.779 2.569
H 11.170 4.866 4.054
H 10.835 5.490 2.505
*
```

***

No. 6
Below is C20H19N5O2W as an isolated structure, with properties calculated with ωB97M-V/def2-TZVPD.

Properties
E_HOMO (spin up / spin down) = -21.613 / -21.581 eV
Calculated total energy = -1263.0006 Eh
Relative energy (zero: lowest compared OMol25 entry of this formula, charge and spin) = 0.000 eV

Structure (ORCA input):
```
! wB97M-V def2-TZVPD RIJCOSX def2/J DEFGRID3
* xyz 4 3
N -1.520 0.559 -0.973
C -2.579 0.832 -1.368
C -3.914 1.057 -1.876
H -3.990 0.604 -2.893
H -4.106 2.154 -1.947
H -4.664 0.592 -1.199
N 0.789 1.843 1.605
C 1.151 2.593 2.433
C 1.440 3.064 3.750
H 1.098 4.110 3.826
H 2.535 3.030 3.901
H 0.917 2.421 4.471
N 1.331 -0.647 -1.035
C 2.189 -1.261 -1.545
C 3.182 -2.068 -2.205
H 3.659 -2.763 -1.477
H 3.967 -1.408 -2.645
H 2.702 -2.655 -3.022
W 0.510 1.331 -0.406
C 1.329 -0.672 1.565
O 1.992 -1.350 2.211
C -1.423 0.492 1.597
O -2.321 0.661 2.309
C -0.330 3.040 -1.341
C 0.017 2.161 -2.364
C 1.275 1.606 -2.421
C 2.234 1.914 -1.457
C 1.924 2.852 -0.476
C 0.642 3.417 -0.421
H -1.261 3.590 -1.355
H -0.659 2.002 -3.193
H 1.552 1.030 -3.294
H 3.265 1.610 -1.562
H 2.704 3.172 0.190
H 0.403 4.190 0.287
N -2.375 -4.608 4.264
C -1.995 -4.273 3.221
C -1.526 -3.820 1.923
C -1.576 -4.645 0.778
C -1.174 -4.114 -0.449
C -0.829 -2.735 -0.500
N -0.794 -1.995 0.592
C -1.107 -2.470 1.780
H -1.899 -5.684 0.882
H -1.167 -4.695 -1.381
H -0.548 -2.246 -1.448
H -1.048 -1.819 2.666
*
```

***

No. 7
Below is one molecule with the formula C20H19N5OS, with properties calculated with ωB97M-V/def2-TZVPD.

Properties
SMILES = [H]/N=c1\ncn(Cc2ccccc2)c2nc(SCCOc3ccccc3)[nH]c12
E_HOMO = -7.678 eV
Calculated total energy = -1520.7578 Eh
Relative energy (zero: lowest compared OMol25 entry of this formula, charge and spin) = 1.110 eV

Structure (ORCA input):
```
! wB97M-V def2-TZVPD RIJCOSX def2/J DEFGRID3
* xyz 0 1
H 1.921 5.184 1.224
N 1.930 4.367 0.621
C 1.245 3.404 1.089
N 0.542 3.440 2.298
C -0.127 2.442 2.725
N -0.288 1.237 2.116
C -0.987 0.110 2.702
C 0.000 -0.856 3.309
C 0.550 -0.599 4.558
C 1.492 -1.458 5.096
C 1.896 -2.576 4.387
C 1.356 -2.833 3.139
C 0.411 -1.977 2.601
C 0.380 1.103 0.926
N 0.411 0.019 0.110
C 1.173 0.393 -0.902
S 1.574 -0.596 -2.269
C 0.786 -2.161 -1.763
C -0.742 -2.135 -1.796
O -1.255 -2.005 -3.098
C -1.483 -0.771 -3.645
C -1.726 -0.776 -5.019
C -2.001 0.400 -5.686
C -2.036 1.602 -4.998
C -1.802 1.609 -3.636
C -1.531 0.434 -2.955
N 1.624 1.664 -0.779
C 1.121 2.146 0.403
H -0.645 2.554 3.671
H -1.674 0.494 3.460
H -1.554 -0.382 1.907
H 0.239 0.275 5.112
H 1.912 -1.252 6.070
H 2.633 -3.245 4.807
H 1.671 -3.704 2.583
H -0.007 -2.168 1.624
H 1.164 -2.898 -2.471
H 1.136 -2.384 -0.757
H -1.113 -1.365 -1.116
H -1.097 -3.111 -1.443
H -1.694 -1.720 -5.539
H -2.184 0.379 -6.750
H -2.244 2.524 -5.519
H -1.829 2.539 -3.086
H -1.358 0.482 -1.891
H 2.211 2.175 -1.416
*
```

***

No. 8
Below is one molecule with the formula C20H19NO5, with properties calculated with ωB97M-V/def2-TZVPD.

Properties
SMILES = COC(=O)CN1C(=O)[C@](O)(CC(=O)c2ccc(C)cc2)c2ccccc21
E_HOMO = -8.492 eV
Calculated total energy = -1204.5318 Eh
Relative energy (zero: lowest compared OMol25 entry of this formula, charge and spin) = 0.498 eV

Structure (ORCA input):
```
! wB97M-V def2-TZVPD RIJCOSX def2/J DEFGRID3
* xyz 0 1
C 3.022 3.841 -2.310
O 2.292 2.886 -1.552
C 3.000 2.105 -0.740
O 4.192 2.158 -0.608
C 2.100 1.130 0.013
N 0.863 0.880 -0.668
C -0.341 1.313 -0.219
O -0.545 1.939 0.799
C -1.417 0.855 -1.218
O -2.254 1.913 -1.606
C -2.240 -0.273 -0.530
C -1.321 -1.332 0.047
O -0.618 -2.005 -0.679
C -1.323 -1.534 1.513
C -1.659 -0.547 2.438
C -1.618 -0.823 3.791
C -1.262 -2.082 4.261
C -1.258 -2.384 5.727
C -0.919 -3.063 3.336
C -0.938 -2.792 1.985
C -0.584 0.310 -2.343
C -0.944 -0.178 -3.578
C 0.059 -0.661 -4.410
C 1.381 -0.665 -4.001
C 1.752 -0.175 -2.755
C 0.753 0.313 -1.940
H 2.313 4.280 -3.007
H 3.840 3.354 -2.844
H 3.437 4.607 -1.651
H 1.849 1.575 0.983
H 2.651 0.199 0.183
H -2.414 2.463 -0.828
H -2.863 -0.736 -1.299
H -2.883 0.170 0.229
H -1.901 0.453 2.118
H -1.867 -0.044 4.497
H -0.432 -3.045 5.983
H -1.179 -1.473 6.314
H -2.185 -2.886 6.003
H -0.630 -4.045 3.683
H -0.664 -3.548 1.264
H -1.976 -0.174 -3.891
H -0.199 -1.044 -5.386
H 2.142 -1.055 -4.660
H 2.785 -0.181 -2.442
*
```

***

No. 9
Below is C20H19OPPd as an isolated structure, with properties calculated with ωB97M-V/def2-TZVPD.

Properties
E_HOMO (spin up / spin down) = -5.392 / -7.745 eV
Calculated total energy = -1317.7928 Eh
Relative energy (zero: lowest compared OMol25 entry of this formula, charge and spin) = 0.171 eV

Structure (ORCA input):
```
! wB97M-V def2-TZVPD RIJCOSX def2/J DEFGRID3
* xyz 0 3
Pd -0.435 0.512 -0.076
C 1.244 2.141 0.203
H 1.189 2.439 -0.842
H 0.617 2.787 0.835
H 2.281 2.294 0.530
H 1.122 1.004 0.395
H 1.001 -0.686 0.388
O -0.233 -2.288 0.798
C 0.393 -1.575 -0.007
C 0.871 -2.130 -1.307
C 1.727 -3.238 -1.290
C 2.145 -3.812 -2.490
C 1.687 -3.311 -3.713
C 0.766 -2.270 -3.730
C 0.320 -1.690 -2.523
P -1.265 -0.728 -2.534
C -2.374 -2.142 -2.746
C -3.191 -2.089 -3.897
C -3.966 -3.197 -4.240
C -3.960 -4.342 -3.428
C -3.206 -4.355 -2.248
C -2.419 -3.254 -1.895
C -2.171 0.150 -1.159
C -3.116 -0.502 -0.292
C -4.034 0.268 0.390
C -4.064 1.671 0.272
C -3.148 2.320 -0.551
C -2.144 1.611 -1.241
H 2.031 -3.671 -0.339
H 2.811 -4.674 -2.474
H 2.014 -3.754 -4.651
H 0.350 -1.908 -4.663
H -3.185 -1.185 -4.508
H -4.561 -3.169 -5.156
H -4.546 -5.217 -3.719
H -3.217 -5.230 -1.603
H -1.844 -3.260 -0.969
H -3.089 -1.589 -0.207
H -4.778 -0.215 1.018
H -4.821 2.236 0.834
H -3.215 3.401 -0.660
H -1.553 2.099 -2.025
*
```

***

No. 10
Below is C20H20BF2N5O2S2Ti as an isolated structure, with properties calculated with ωB97M-V/def2-TZVPD.

Properties
E_HOMO (spin up / spin down) = -3.549 / -3.563 eV
Calculated total energy = -3069.1495 Eh
Relative energy (zero: lowest compared OMol25 entry of this formula, charge and spin) = 0.631 eV

Structure (ORCA input):
```
! wB97M-V def2-TZVPD RIJCOSX def2/J DEFGRID3
* xyz -1 2
Ti -0.658 -0.328 0.255
C -2.669 -4.211 -3.094
S -3.756 -3.597 -1.801
C -2.811 -2.260 -1.124
S -1.067 -2.245 -1.218
N -3.504 -1.371 -0.524
N -2.736 -0.393 0.072
C -3.443 0.514 0.765
C -2.851 1.623 1.285
C -3.437 2.566 2.185
C -2.655 3.372 2.937
C -1.215 3.151 2.919
C -0.651 2.399 1.974
N -1.461 1.893 0.889
H -3.221 -5.017 -3.579
H -1.739 -4.602 -2.689
H -2.443 -3.441 -3.830
H -4.508 0.335 0.890
H -4.517 2.568 2.288
H -3.084 4.081 3.632
H -0.597 3.545 3.715
H 0.403 2.158 1.937
C -0.701 -1.945 4.215
C -0.052 -1.614 2.898
O -0.638 -0.675 2.241
C 1.087 -2.268 2.490
C 1.836 -1.905 1.336
C 3.220 -2.466 1.167
N 1.353 -1.063 0.468
N 2.231 -0.636 -0.529
C 1.703 0.366 -1.159
O 0.538 0.869 -0.864
C 2.472 1.007 -2.259
C 3.686 0.473 -2.687
C 4.393 1.078 -3.713
C 3.896 2.225 -4.322
C 2.688 2.758 -3.899
C 1.977 2.152 -2.873
H -1.721 -2.285 4.031
H -0.766 -1.037 4.817
H -0.157 -2.711 4.766
H 1.503 -3.024 3.141
H 3.398 -3.259 1.891
H 3.960 -1.677 1.308
H 3.355 -2.844 0.154
H 4.060 -0.420 -2.207
H 5.334 0.654 -4.042
H 4.450 2.697 -5.125
H 2.294 3.650 -4.369
H 1.034 2.558 -2.534
F -0.352 3.533 -0.509
B -1.303 2.614 -0.357
F -2.156 2.452 -1.357
*
```